76
Properties=species:S:1:pos:R:3:lowdin_charge:R:1 method="wB97M-V/def2-TZVPD" total_energy_ev=-648194.447 charge=0 homo_energy_ev=-10.1
N 0.02182 0.71198 4.26938 -0.04
O 0.51964 1.01805 3.02317 -0.24
P 1.49104 -0.17587 2.34639 0.69
O 1.15783 -1.60887 2.79287 -0.28
O 1.13824 -0.14158 0.67189 -0.20
O 3.15562 0.19665 2.43617 -0.05
C 3.60765 0.38074 3.75384 -0.40
F 3.55886 1.72340 4.18420 0.10
F 2.96456 -0.40895 4.71384 0.09
C 5.16877 -0.08097 3.78204 -0.34
F 6.04471 0.99598 3.70523 0.12
F 5.38270 -0.82989 2.60461 0.09
F 5.44900 -0.93646 4.84549 0.12
H 0.47493 -0.08303 4.73018 0.08
H -0.99553 0.54381 4.27174 -0.07
H 1.25836 -1.08217 0.39943 0.06
C 0.69997 0.97969 -2.84658 -1.99
Cl -0.24166 2.02218 -1.75989 0.52
Cl 2.39856 1.49821 -2.84213 0.46
Cl 0.59429 -0.70388 -2.28896 0.56
Cl 0.04675 1.09889 -4.49360 0.51
C 5.72401 -0.28364 -4.48703 -1.99
Cl 4.14292 -0.41356 -5.28502 0.46
Cl 6.98325 -0.01462 -5.70824 0.51
Cl 5.70315 1.08034 -3.34855 0.49
Cl 6.06632 -1.78563 -3.60475 0.53
C -4.55250 -0.41879 3.72337 -1.97
Cl -5.50195 0.62677 4.79858 0.54
Cl -2.85253 0.10382 3.73696 0.61
Cl -4.65797 -2.09943 4.28660 0.47
Cl -5.19154 -0.30360 2.07109 0.53
C 3.11349 5.37243 -3.05514 -2.00
Cl 1.43146 4.82051 -2.93154 0.50
Cl 3.48116 6.45296 -1.69564 0.51
Cl 4.20619 3.97137 -3.00921 0.46
Cl 3.33808 6.24647 -4.58423 0.53
C -6.03526 -5.27690 1.80775 -1.97
Cl -7.75784 -5.54265 2.16100 0.47
Cl -5.04683 -6.26217 2.90564 0.53
Cl -5.69202 -5.73981 0.12590 0.49
Cl -5.64500 -3.56058 2.04193 0.47
C -8.35535 -4.88676 -2.83615 -2.02
Cl -7.30364 -6.08921 -3.61180 0.52
Cl -7.54683 -3.30594 -2.83473 0.52
Cl -9.88335 -4.76980 -3.73291 0.52
Cl -8.68569 -5.38262 -1.16416 0.47
C -9.30731 -3.89166 5.94934 -2.03
Cl -9.07780 -5.63985 6.15970 0.51
Cl -9.81888 -3.17164 7.48975 0.52
Cl -7.77909 -3.15338 5.42898 0.49
Cl -10.55319 -3.60234 4.71755 0.51
C 0.77262 -0.72344 -8.25570 -2.00
Cl 0.42164 -2.46369 -8.27043 0.53
Cl 1.19384 -0.19047 -9.89578 0.53
Cl -0.65931 0.16422 -7.69344 0.50
Cl 2.13409 -0.40272 -7.16156 0.45
C 1.56842 9.04024 0.84033 -2.03
Cl 2.97061 8.13159 1.44079 0.48
Cl 0.84264 9.95875 2.17528 0.52
Cl 2.09132 10.16106 -0.43475 0.51
Cl 0.36983 7.90978 0.17881 0.52
C 5.24775 11.06381 3.51666 -2.02
Cl 4.38829 11.12222 1.96483 0.48
Cl 5.66595 12.71301 4.02527 0.52
Cl 4.20432 10.31288 4.74164 0.51
Cl 6.73185 10.10577 3.33547 0.52
C -8.04451 -9.59882 1.50238 -2.01
Cl -8.06197 -8.09806 0.55364 0.45
Cl -6.79069 -9.49329 2.75495 0.51
Cl -9.62898 -9.83172 2.26997 0.52
Cl -7.69745 -10.97304 0.43229 0.52
C 11.08750 -1.42130 -6.36667 -2.03
Cl 10.13400 -0.35731 -7.42303 0.50
Cl 11.38643 -2.96281 -7.19530 0.52
Cl 12.63740 -0.64271 -5.98763 0.52
Cl 10.19287 -1.72196 -4.86236 0.50